Entry from OMol25: a cluster of 2 separate species, C6H10FN in total (ωB97M-V with the def2-TZVPD basis set).

Relative energy (zero: lowest compared OMol25 entry of this formula, charge and spin): 355.1 kJ/mol
Charge: 0
HOMO-LUMO gap: 8.01 eV
LUMO: 0.0304 Ha
HOMO energy: -7.18 eV

Each line ends with the natural charge from an NBO analysis.
Positions of all 18 atoms, in Å:
C  -2.029  -0.397  0.004  0.407
C  1.506  0.540  0.651  0.224
C  -1.629  -1.062  1.052  -0.490
C  3.160  -0.738  -0.629  -0.355
C  -2.189  -0.827  -1.452  -0.675
C  0.994  1.935  0.912  -0.692
N  2.286  0.007  -0.096  -0.281
F  -2.227  0.941  0.289  -0.369
H  -1.588  -0.677  2.019  0.216
H  -1.522  -2.187  1.127  0.208
H  4.185  -0.363  -0.350  0.197
H  2.895  -1.385  -1.520  0.202
H  -2.068  -1.869  -1.349  0.237
H  -1.406  -0.188  -2.042  0.234
H  -3.189  -0.420  -1.693  0.233
H  1.201  2.020  1.959  0.236
H  -0.046  2.010  0.626  0.258
H  1.665  2.659  0.493  0.211